Entry 1:
ORCA calculation (ωB97M-V with the def2-TZVPD basis set) on one molecule with the formula C3H7NS at a distorted geometry.

ORCA input file:
```
! RIJCOSX wB97M-V def2-TZVPD def2/J DEFGRID3
* xyz 0 1
C 0.3023 0.1927 0.1290
C -0.4543 -1.1706 0.0649
C -0.6798 1.2520 -0.2944
N 1.7336 0.1439 -0.1063
S 1.4362 0.2848 1.6617
H 0.3371 -1.9228 0.2368
H -0.8341 -1.1034 -0.9576
H -1.2079 -1.3014 0.7087
H -0.9916 0.9280 -1.2860
H -0.2764 2.2668 -0.3304
H -1.5275 1.2336 0.2994
H 2.1624 -0.8037 -0.1257
*
```

Summary:
Structure (SMILES): CC1(C)NS1
Energy relative to the best compared isomer or geometry (same formula, charge and spin) in kJ/mol: 157.9
Kohn-Sham gap in eV: 9.15
Highest occupied orbital energy in eV: -8.39

Entry 2:
ORCA calculation (ωB97M-V with the def2-TZVPD basis set) on one molecule with the formula C3H7ClNO2PS at a distorted geometry.

ORCA input file:
```
! RIJCOSX wB97M-V def2-TZVPD def2/J DEFGRID3
* xyz 0 1
C 1.0318 0.8431 0.4046
C 2.0963 1.8051 0.7976
C -2.4237 -0.9485 -1.1191
N 0.0806 0.9584 -0.3716
O 1.0796 -0.3380 1.0909
O 0.3265 -1.8375 -1.0751
P 0.0564 -1.4791 0.3339
S -1.9096 -1.1506 0.6235
Cl 0.4553 -2.9616 1.6656
H 1.9133 2.1322 1.8271
H 2.9672 1.2527 0.7355
H 2.0428 2.6388 -0.0055
H -2.8283 -1.8451 -1.6064
H -1.4957 -0.6981 -1.5002
H -3.2442 -0.2226 -0.9974
H -0.1486 1.8508 -0.8035
*
```

Summary:
Structure (SMILES): [H]/N=C(\C)O[P@@](=O)(Cl)SC
Energy relative to the best compared isomer or geometry (same formula, charge and spin) in kJ/mol: 48.9
Kohn-Sham gap in eV: 9.97
Highest occupied orbital energy in eV: -9.36

Entry 3:
ORCA calculation (ωB97M-V with the def2-TZVPD basis set) on C42H40CoN4O4PS2 as an isolated structure at a distorted geometry.

ORCA input file:
```
! RIJCOSX wB97M-V def2-TZVPD def2/J DEFGRID3
* xyz 2 5
Co -0.1040 0.0013 0.0882
C -3.0640 -5.8153 -1.4191
C -3.3497 -4.8710 -2.3958
C -2.7596 -3.6189 -2.3486
C -1.8697 -3.3130 -1.3162
C -1.5758 -4.2654 -0.3430
C -2.1733 -5.5142 -0.3997
P -1.0415 -1.6945 -1.2919
C -2.1595 -0.6443 -2.2699
C -3.4811 -0.5315 -1.8254
C -4.3490 0.3560 -2.4358
C -3.9008 1.1446 -3.4892
C -2.5935 1.0273 -3.9407
C -1.7163 0.1418 -3.3284
C 0.4629 -1.9260 -2.2998
C 0.4954 -2.8139 -3.3504
C 1.6808 -3.0011 -4.0791
C 2.8108 -2.3000 -3.7551
C 2.8173 -1.3876 -2.6767
C 3.9763 -0.6672 -2.3066
C 3.9633 0.1828 -1.2312
C 2.7891 0.3537 -0.4783
C 1.6313 -0.3098 -0.8180
C 1.6236 -1.2003 -1.9274
H -3.5358 -6.7879 -1.4538
H -4.0355 -5.1030 -3.1995
H -2.9795 -2.8941 -3.1194
H -0.8763 -4.0341 0.4517
H -1.9474 -6.2525 0.3578
H -3.8274 -1.1580 -1.0101
H -5.3670 0.4592 -2.0849
H -4.5755 1.8507 -3.9560
H -2.2537 1.6267 -4.7759
H -0.6968 0.0490 -3.6851
H -0.3879 -3.3790 -3.6160
H 1.6961 -3.7148 -4.8914
H 3.7225 -2.4479 -4.3205
H 4.8844 -0.8109 -2.8785
H 4.8572 0.7260 -0.9556
H 2.8080 1.0294 0.3722
C -2.6280 6.9111 2.5432
C -2.0380 7.2831 1.1900
S -0.6284 6.2152 0.8352
O 0.5885 6.8520 1.2499
O -0.8787 4.8891 1.3637
C -0.5113 6.0969 -0.9985
C -1.3782 5.0944 -1.7953
N -1.5235 3.7486 -1.2298
C -0.5320 2.8524 -1.1433
N -0.9440 1.7597 -0.4984
C -2.2494 1.9586 -0.1647
C -2.6248 3.1811 -0.6134
N -3.9134 3.7644 -0.4119
O -4.7895 3.0013 -0.0643
O -4.0482 4.9644 -0.5857
C 0.8264 3.0740 -1.6914
H -3.5735 7.4273 2.6949
H -1.9480 7.1740 3.3519
H -2.8086 5.8381 2.5824
H -1.6442 8.2977 1.1645
H -2.7548 7.1278 0.3874
H 0.5536 5.9147 -1.1369
H -0.7211 7.1074 -1.3489
H -0.9162 4.9680 -2.7747
H -2.3730 5.4923 -1.9421
H -2.8400 1.2572 0.3986
H 0.7798 3.5992 -2.6449
H 1.3297 2.1214 -1.8327
H 1.4232 3.6730 -0.9997
N -0.2074 -0.1089 2.0025
S 0.7185 -0.8696 3.1072
C 1.9226 0.3541 3.6275
C 1.5320 1.5491 4.2148
C 2.5073 2.4793 4.5321
C 3.8456 2.2067 4.2682
C 4.2200 1.0051 3.6842
C 3.2523 0.0677 3.3526
C -0.3286 -0.9585 4.5680
C -1.7036 -1.0322 4.4123
C -2.4971 -1.1663 5.5425
C -1.9121 -1.2493 6.7978
C -0.5309 -1.1948 6.9328
C 0.2740 -1.0539 5.8143
H -0.7076 0.6803 2.4119
H 0.4893 1.7526 4.4282
H 2.2236 3.4188 4.9863
H 4.6000 2.9395 4.5208
H 5.2627 0.7966 3.4870
H 3.5206 -0.8745 2.8902
H -2.1496 -0.9979 3.4271
H -3.5722 -1.2151 5.4380
H -2.5339 -1.3688 7.6744
H -0.0742 -1.2660 7.9101
H 1.3516 -1.0198 5.9121
*
```

Summary:
⟨S²⟩: 6.015
Energy relative to the best compared isomer or geometry (same formula, charge and spin) in kJ/mol: 55.2
Kohn-Sham gap (alpha / beta) in eV: 8.19 / 5.95
Highest occupied orbital energy (alpha / beta) in eV: -13.37 / -13.39

Entry 4:
ORCA calculation (ωB97M-V with the def2-TZVPD basis set) on a 3-piece molecular cluster, C45H65N3O5 overall at a distorted geometry.

ORCA input file:
```
! RIJCOSX wB97M-V def2-TZVPD def2/J DEFGRID3
* xyz 0 3
C 1.5902 2.8314 2.7786
C 2.1772 2.0123 2.1402
C 2.9249 1.0166 1.3747
C 2.7853 -0.3884 1.9657
C 2.7847 -1.4773 0.8868
C 1.4376 -1.6979 0.2099
C 0.2705 -1.1668 0.7342
C -0.9076 -1.3635 0.0494
C -0.9619 -2.1022 -1.1208
C 0.2020 -2.6518 -1.6788
C 0.1586 -3.4232 -2.9816
C 1.4079 -2.4296 -0.9889
C 2.7050 -2.9666 -1.5790
C 3.3886 -1.8429 -2.4394
C 3.4974 -2.1623 -3.9423
C 2.6222 -1.2513 -4.8159
N 3.3356 -0.0502 -5.2489
C 2.4206 0.8824 -5.9578
C 4.3734 -0.3873 -6.1837
C 5.6267 0.4558 -6.1216
O 4.2889 -1.2958 -6.9717
C -2.3033 -2.2665 -1.7802
O -2.6674 -3.2913 -2.3068
C -3.1617 -1.0367 -1.7218
C -3.9544 -0.6493 -2.7865
C -4.6918 0.5270 -2.6813
C -4.6139 1.2786 -1.5173
C -3.8310 0.8733 -0.4502
C -3.0906 -0.2942 -0.5475
C -2.1947 -0.7832 0.5386
O -2.4939 -0.7401 1.7095
H 0.9655 3.4617 3.3612
H 2.5616 1.0684 0.3449
H 3.9634 1.3497 1.3676
H 3.6398 -0.5782 2.6171
H 1.9066 -0.4801 2.5982
H 3.4584 -1.1353 0.0971
H 3.2195 -2.4048 1.2605
H 0.2783 -0.5886 1.6454
H 1.0512 -3.1721 -3.5448
H -0.6792 -3.0688 -3.5714
H 0.0709 -4.4953 -2.8272
H 2.4895 -3.8265 -2.2040
H 3.3787 -3.2645 -0.7824
H 2.7875 -0.9363 -2.3480
H 4.3528 -1.6106 -1.9878
H 3.1839 -3.1883 -4.1371
H 4.5313 -2.0867 -4.2842
H 1.7581 -0.9651 -4.2131
H 2.2225 -1.8004 -5.6780
H 2.3791 0.6542 -7.0267
H 1.4155 0.8121 -5.5521
H 2.7819 1.9039 -5.8359
H 5.4194 1.4045 -5.6296
H 6.3826 -0.0834 -5.5519
H 5.9769 0.5930 -7.1404
H -3.9861 -1.2577 -3.6808
H -5.2924 0.8470 -3.5212
H -5.1853 2.1975 -1.4855
H -3.7971 1.4861 0.4419
C -0.9412 5.5035 -1.7796
C -0.5788 5.5688 -0.2828
C -1.7410 6.1568 0.5219
C -1.8885 7.6683 0.3647
C -0.5705 8.3661 0.6925
C 0.6080 7.8343 -0.1264
N 0.6825 6.3411 -0.0778
O 1.2343 5.9737 1.0408
C 0.4860 8.3387 -1.5808
C 1.9056 8.4450 0.3996
C -0.3938 4.1089 0.1266
H -0.2107 4.9042 -2.3255
H -1.9176 5.0336 -1.9067
H -1.0011 6.4683 -2.2745
H -1.5934 5.9334 1.5840
H -2.6697 5.6606 0.2333
H -2.2159 7.9108 -0.6506
H -2.6724 8.0306 1.0328
H -0.6688 9.4412 0.5256
H -0.3631 8.2370 1.7598
H 1.1527 7.7857 -2.2441
H 0.7671 9.3902 -1.6382
H -0.5254 8.2861 -1.9790
H 2.0542 8.2546 1.4610
H 1.8817 9.5261 0.2661
H 2.7691 8.0571 -0.1435
H 0.4710 3.6641 -0.3677
H -1.2760 3.5341 -0.1598
H -0.2658 3.9887 1.1987
C -0.9570 -4.4196 2.5997
C -2.3072 -4.4729 3.3419
C -2.2849 -3.5437 4.5576
C -1.4794 -4.0953 5.7316
C -1.9713 -5.4923 6.1035
C -1.9649 -6.4631 4.9202
N -2.6458 -5.8781 3.7241
O -3.9332 -5.9899 3.8652
C -0.5079 -6.8573 4.5940
C -2.6473 -7.7663 5.3316
C -3.3089 -3.9211 2.3329
H -1.0329 -4.9109 1.6275
H -0.6701 -3.3811 2.4246
H -0.1283 -4.8805 3.1303
H -3.3116 -3.3680 4.8956
H -1.8926 -2.5693 4.2603
H -0.4140 -4.1115 5.4824
H -1.5819 -3.4288 6.5904
H -1.3547 -5.9009 6.9077
H -2.9869 -5.4100 6.5045
H -0.4419 -7.3373 3.6164
H -0.1370 -7.5683 5.3326
H 0.1879 -6.0209 4.6201
H -3.6606 -7.6074 5.6964
H -2.0842 -8.2360 6.1378
H -2.6886 -8.4674 4.4960
H -3.4143 -4.5865 1.4734
H -2.9611 -2.9566 1.9712
H -4.2976 -3.7650 2.7623
*
```

Summary:
⟨S²⟩: 2.008
Kohn-Sham gap (alpha / beta) in eV: 7.70 / 8.58
Highest occupied orbital energy (alpha / beta) in eV: -8.19 / -9.07

no.,DFT total energy (a.u.)
1,-571.3788
2,-1523.5462
3,-4664.2976
4,-2293.9762